1.
A 2-piece molecular cluster, F2HPS2 overall in a non-equilibrium geometry, computed with ωB97M-V with the def2-TZVPD basis set.

Properties
- HOMO energy (alpha / beta): -10.3 / -9.9 eV
- Calculated total energy: -36409.799 eV
- Net charge: 0
- E_LUMO (alpha / beta): -3.4 / -2.7 eV
- Gap between HOMO and LUMO (alpha / beta): 0.255 / 0.265 Ha

Geometry (Å):
1 F -4.72598 -0.39157 0.23376
2 H 0.67116 0.19511 -0.18056
3 S -0.42334 -0.44775 -0.57270
4 F -4.28590 -2.56697 1.01697
5 S -4.47234 -0.58155 3.07559
6 P -3.67333 -1.07774 1.24499


2.
A 8-piece molecular cluster, C28H75N3O12 overall in a non-equilibrium geometry, computed with ωB97M-V with the def2-TZVPD basis set.

Properties
- HOMO energy: -8.4 eV
- Calculated total energy: -59280.407 eV
- Structure (SMILES): COCCNCCOC.COCCNCCOC.COCCNCCOC.OCCO.CCO.CCO.CCO.CCO
- Net charge: 0
- E_LUMO: 0.3 eV
- Gap between HOMO and LUMO: 0.321 Ha

Geometry (Å):
1 H 5.67727 -1.65845 1.04747
2 H 1.21327 0.53755 -1.43553
3 H -6.73073 -2.34045 -10.78053
4 H -6.69973 -2.39145 -8.95953
5 H 0.92627 0.56255 3.13147
6 C -3.01673 -0.32545 2.69347
7 N -1.99073 3.09955 3.62847
8 H 3.07927 -4.18745 4.86347
9 O 3.32127 1.61655 5.02947
10 H -1.00973 0.64755 -7.98353
11 H 2.15127 2.26855 0.76247
12 C -1.69873 3.49355 1.23347
13 C -4.64273 -0.84545 -8.71053
14 H -0.56173 2.18455 4.95747
15 H 0.95827 -2.13345 -0.70553
16 H 5.08127 -3.34645 -1.10253
17 H 1.54927 -0.44845 0.48047
18 H 0.47027 -0.01245 -3.76353
19 C 1.73127 0.42455 3.83847
20 H -1.01773 3.83955 5.28947
21 H 1.60227 2.34055 4.73447
22 H -1.61173 -0.06145 6.66547
23 H -3.08573 0.37855 -6.80853
24 C -1.26173 -0.69845 -0.50353
25 H -3.25873 3.22655 5.77047
26 C 1.74027 1.36255 -1.03453
27 H 3.55927 -2.73745 4.04547
28 H -1.25973 4.70555 -1.54253
29 H 0.18427 -3.95245 1.23947
30 H -1.25773 -2.77445 -0.59353
31 H 2.41327 -0.31745 3.42347
32 H -2.73173 4.77355 -0.65553
33 H 2.58827 2.30255 3.27947
34 H -2.17573 2.55155 1.07747
35 O 3.09427 -3.64845 -1.66053
36 C -0.75673 -0.21245 -5.93553
37 H -1.47573 0.09755 4.05247
38 H -2.35473 -0.70345 -0.26553
39 H 6.52627 -2.00645 2.48647
40 H -0.24573 2.63855 2.44347
41 H -5.21673 0.04855 -8.40453
42 H -3.41873 -1.02445 3.41447
43 H -0.37873 4.24555 2.76147
44 C -1.52573 0.61555 -2.23253
45 H 3.94527 -2.62845 -0.02353
46 O 1.25227 -0.11745 5.00747
47 H 4.62527 -0.80745 -1.17053
48 O 2.05927 0.22355 0.92447
49 H -0.30473 0.97055 6.75047
50 C -6.45173 -1.80145 -9.84553
51 H -4.84273 -1.48045 -7.83553
52 C -1.39473 2.87555 4.94047
53 H 1.28327 2.23355 -1.48953
54 H 4.48327 -1.51545 -2.74253
55 H -1.22573 -0.96445 -5.32353
56 H 2.32627 -2.01245 2.19547
57 H 3.06527 -4.48145 -1.13453
58 C 5.51727 -1.72645 2.10747
59 O 0.45027 -0.24845 -5.78153
60 H -3.11973 1.62855 5.26047
61 C 2.24727 1.72355 4.10147
62 C 4.11227 -2.80845 -1.07953
63 C -1.27273 -0.24245 -7.40753
64 C -1.88373 4.08355 -0.86953
65 H -1.15173 -1.11345 2.87147
66 N 0.56827 -2.05945 0.24747
67 O 5.18627 -0.32545 3.92247
68 H -1.39973 -2.19045 1.03947
69 H -1.15073 0.66555 2.43047
70 O -1.06173 -0.60845 -1.71953
71 H -4.48673 0.85955 2.50847
72 C 2.69727 -3.34145 4.29547
73 C 5.17327 -0.41645 2.56747
74 O -5.11573 -1.33845 -9.91453
75 H 1.95627 -0.38145 5.59647
76 C -0.95873 3.43655 2.53747
77 C 0.98427 0.36255 -4.65653
78 C 0.98927 -3.18545 1.06847
79 H -2.89973 0.35555 -9.36253
80 C -1.29173 0.85655 7.14647
81 H -1.09173 0.80855 -5.66653
82 H -0.90573 -1.15945 -7.83753
83 H 0.75427 -2.09745 2.93947
84 H -2.38473 4.28055 1.26947
85 O 1.90527 -3.70145 3.19447
86 H 4.56427 0.35055 4.25247
87 H 0.59627 1.60155 0.71347
88 O -1.07973 3.67255 0.21247
89 N -2.73373 -0.40745 -7.37253
90 H -0.77173 0.05255 0.07947
91 H 3.03327 1.00855 5.73847
92 H -3.10173 -0.65745 1.70847
93 H -1.05273 0.54555 8.13347
94 H 3.08227 -1.12245 -1.85953
95 H 2.12327 -2.67645 4.98347
96 O -3.59873 0.96655 2.86347
97 C 1.50327 -2.64745 2.36147
98 H -2.59773 2.26455 3.32247
99 H 5.93827 0.21455 2.17247
100 H -2.60673 0.80655 -1.99853
101 C -0.89073 -1.99445 0.10047
102 H -0.94073 1.45555 -1.88853
103 C 4.07927 -1.51945 -1.75653
104 C 1.62227 1.43255 0.35647
105 C -2.61073 2.40655 5.75447
106 H 2.08527 0.25455 -4.69953
107 H -7.15073 -0.96045 -9.95653
108 H -2.77973 -1.37045 -9.16653
109 H 1.85627 -3.73045 0.67247
110 C -3.15973 -0.52645 -8.75753
111 H 2.74027 1.22955 -1.36453
112 H 0.73927 1.46555 -4.75353
113 H 4.78127 -2.52145 2.27847
114 H 4.18427 -0.03945 2.19847
115 C -1.64873 -0.14045 3.02447
116 H -2.18173 3.18355 -1.44753
117 O -2.20273 1.94355 7.04647
118 H -1.49073 0.71355 -3.28653


3.
C31H42InN4O3Si as an isolated structure, computed with ωB97M-V with the def2-TZVPD basis set.

Properties
- HOMO energy: -10.1 eV
- Calculated total energy: -57976.920 eV
- Net charge: +1
- E_LUMO: -3.3 eV
- Gap between HOMO and LUMO: 0.249 Ha

Geometry (Å):
1 H 2.19981 3.02858 1.89132
2 H 4.10982 -5.98070 1.23548
3 H 2.61573 -7.19555 -1.75749
4 O 1.33007 0.17612 -1.44240
5 H -1.40925 -5.06165 1.52476
6 H 1.87860 -4.75463 -1.83917
7 N 0.34735 1.66016 0.40338
8 H 2.38953 -4.58129 2.29911
9 H -1.72384 -3.38400 3.26082
10 H -3.38932 7.36468 3.11438
11 H 2.38590 0.16007 -3.21444
12 H 0.90400 -0.82305 -3.14979
13 C -3.86527 -3.43687 -1.94710
14 O -1.98232 1.25009 -0.86732
15 H -1.62020 -3.03300 -3.53315
16 H -4.01773 -3.73055 -2.98991
17 H 3.09292 -7.03446 2.24445
18 H -0.86365 -2.13437 2.36982
19 H -4.48197 -3.05025 1.99693
20 H 4.66063 2.80455 1.60669
21 C -1.75127 5.97385 2.97299
22 H -1.17677 -3.77358 -1.99223
23 H -4.87666 4.57679 -0.41408
24 N 2.02242 -4.54544 0.23846
25 C -1.24548 4.85203 2.35383
26 C -1.97024 4.21633 1.33927
27 H -3.83860 -0.23799 1.48331
28 C 1.79151 -5.37660 -0.94910
29 C -3.50733 3.00450 -0.72365
30 H -2.50758 -1.83704 2.96302
31 H -3.56220 -4.32912 -1.39982
32 H -4.28503 -4.25436 0.71916
33 H -3.47020 -1.51296 -3.76693
34 H 1.10502 -5.68507 1.75133
35 C 3.98845 2.24240 0.97358
36 H -1.17724 6.45666 3.75251
37 H -0.51287 -3.92216 0.51216
38 C 1.70813 -3.27468 0.22423
39 C 2.09159 -5.27411 1.51363
40 C -3.21764 4.74206 0.96848
41 H -3.66325 -4.56629 2.33400
42 H -4.26053 -0.75617 -2.38852
43 C 1.76428 1.64214 0.33269
44 C -3.94586 4.11749 -0.10094
45 C -2.29766 2.34500 -0.30670
46 C -3.72208 5.87827 1.61662
47 C -4.04809 -0.66912 0.50279
48 H -1.89620 -4.80396 -0.14551
49 H -2.60116 -0.32255 -2.78160
50 Si -2.65324 -1.78106 -0.06152
51 H -4.24420 0.14511 -0.18967
52 C -3.30967 -1.15101 -2.74790
53 C 3.10271 -6.39802 1.36151
54 C 4.49764 1.39755 0.00034
55 H -4.83369 -3.11001 -1.56265
56 H 0.78284 -5.80285 -0.90467
57 H -0.68209 -2.12113 -2.35426
58 C -1.48189 3.01211 0.67681
59 C -3.79906 -3.78864 1.57691
60 C -1.49793 -2.84230 -2.46326
61 C 2.82448 -6.49160 -0.95363
62 C -2.99876 6.49068 2.61219
63 H -0.28618 4.45277 2.65063
64 C -2.42638 -3.17761 1.22908
65 N -0.17829 2.76125 0.82010
66 H 3.82750 -6.07070 -1.10076
67 N 1.42740 -2.15136 0.21571
68 H 5.56698 1.29892 -0.12365
69 C 2.28672 0.81058 -0.65840
70 C 3.64930 0.67186 -0.82956
71 C -1.50799 -4.30195 0.74240
72 H -4.05205 2.55227 -1.54147
73 C 2.61812 2.37061 1.14320
74 C -2.80934 -2.31411 -1.88303
75 C -1.84951 -2.58776 2.52157
76 H -4.95668 -1.26948 0.59400
77 C 1.78990 -0.51643 -2.60280
78 O 2.77491 -7.21771 0.25686
79 H -4.68760 6.26779 1.31901
80 H 4.05800 0.02847 -1.59374
81 In -0.53997 -0.23848 -0.00890
82 H 2.37292 -1.39252 -2.31387


4.
A 2-piece molecular cluster, C12H13BFN2O4 overall in a non-equilibrium geometry, computed with ωB97M-V with the def2-TZVPD basis set.

Properties
- HOMO energy: -11.3 eV
- Calculated total energy: -27212.614 eV
- Net charge: +1
- E_LUMO: -5.5 eV
- Gap between HOMO and LUMO: 0.213 Ha

Geometry (Å):
1 C -3.86322 4.21692 1.66556
2 C 2.31192 -1.03936 2.18923
3 O -0.22690 0.48039 0.01827
4 F 1.58046 -5.28829 -2.70643
5 N -3.27908 3.41380 -0.52280
6 C 0.60129 -3.14748 0.05394
7 C 0.98291 -1.78411 -0.35158
8 C -2.22561 2.80027 0.02879
9 C -2.76671 3.57127 2.21353
10 O 3.40591 -0.00217 -2.47202
11 C -1.92739 2.84552 1.38182
12 H 0.10977 -3.28144 1.04601
13 H 2.11928 -2.14428 2.09208
14 H 0.50965 -5.17616 -0.41818
15 H -1.59845 2.25017 -0.66257
16 H -1.06157 2.32776 1.77340
17 O 1.18858 -0.20792 1.81366
18 H 3.40491 0.71745 -3.13906
19 H -2.56756 3.63291 3.27713
20 C 1.43175 -4.16289 -1.97672
21 H -4.92102 4.59075 -0.17474
22 C 1.64631 -1.68882 -1.68729
23 H 3.28221 -0.72867 1.70072
24 H -4.53956 4.79338 2.28302
25 H 2.47792 -0.86389 3.29343
26 H 2.36516 -2.83863 -3.53411
27 N 0.83062 -4.25844 -0.75243
28 B 0.68031 -0.47450 0.54998
29 O 1.25185 0.53068 -2.52453
30 C 2.07505 -0.30479 -2.25312
31 C -4.07467 4.10583 0.29979
32 C 1.88245 -2.88994 -2.52549
33 H -1.08653 0.00467 0.02069


5.
A 2-piece molecular cluster, C17H19N overall in a non-equilibrium geometry, computed with ωB97M-V with the def2-TZVPD basis set.

Properties
- HOMO energy: -7.6 eV
- Calculated total energy: -19423.867 eV
- Structure (SMILES): Cc1c[nH]c2ccccc12.CCc1ccccc1
- Net charge: 0
- E_LUMO: 0.9 eV
- Gap between HOMO and LUMO: 0.311 Ha

Geometry (Å):
1 C -0.29728 -1.58741 -0.32018
2 H 2.79407 -3.06671 2.68045
3 H 2.36529 1.77266 -1.07094
4 C -0.79201 3.10770 -1.19500
5 C -0.08842 3.18481 1.02074
6 C 1.80314 -1.96623 1.18399
7 H -2.76024 5.11005 -3.05288
8 H 1.80374 2.14966 1.46186
9 C 1.06834 2.47841 0.61716
10 C 2.00713 -3.08953 1.97580
11 C -2.00434 3.20216 -2.10199
12 C 0.43800 2.53397 -1.68662
13 C -2.05746 -3.12374 0.12631
14 H 0.13248 -0.79633 -1.07288
15 C -1.62425 -2.04651 -0.57146
16 C -1.94669 4.62953 -2.47194
17 H -1.01433 4.89959 -3.02681
18 H -2.02744 2.59671 -2.96997
19 H -0.24876 3.29336 2.03164
20 C 0.56374 -2.15971 0.55168
21 H 1.29888 -4.94429 2.19681
22 C -1.14557 -3.88846 0.81677
23 H -1.60371 -4.74321 1.33194
24 H 0.43480 2.49144 -2.79052
25 C 0.16044 -3.53937 1.01302
26 H -3.11181 3.12741 -1.60643
27 N 1.06174 -4.10264 1.83732
28 H 3.27875 -0.64422 1.49938
29 H -1.95041 3.90570 0.48770
30 C 2.71526 -0.97186 0.65815
31 H -2.17746 -1.47880 -1.38119
32 H -3.03279 -3.63390 0.12852
33 H 3.45378 -1.49257 -0.06634
34 C 1.34363 2.22423 -0.73260
35 H 2.35453 -0.03975 0.21782
36 H -1.98308 5.38861 -1.74676
37 C -1.05007 3.48254 0.09739


6.
A 3-piece molecular cluster, C25H53O4S2 overall in a non-equilibrium geometry, computed with ωB97M-V with the def2-TZVPD basis set.

Properties
- HOMO energy: -3.5 eV
- Calculated total energy: -56640.318 eV
- Net charge: -1
- E_LUMO: 1.8 eV
- Gap between HOMO and LUMO: 0.197 Ha

Geometry (Å):
1 H -1.46821 -2.65359 0.01865
2 C -2.58174 -7.36536 2.32821
3 H 1.10158 2.33389 -1.90632
4 C -3.81022 -1.62661 0.46512
5 H 3.31894 5.13712 -3.73441
6 C -0.04801 2.52226 -1.93027
7 C 1.70153 -1.89581 0.30568
8 H -0.52119 2.92818 3.50650
9 H 2.09404 -2.88518 0.75298
10 H 6.75598 3.39839 -3.26523
11 H -5.18683 -0.04841 1.34168
12 H -4.79304 -2.22253 0.35102
13 O 1.70641 3.14034 5.83487
14 O 3.35947 2.34389 -2.77811
15 C -0.47282 -8.59959 3.43376
16 C 0.52960 -1.37948 1.28706
17 H -3.21171 0.80401 -1.05384
18 O -0.21108 -6.15249 2.40752
19 H -1.48736 4.55543 1.67433
20 H 4.18411 4.09333 -4.88926
21 C 4.24322 4.58817 -3.91797
22 H 0.24214 -2.70339 -1.26395
23 C -0.43929 4.07320 -1.79669
24 C -1.60921 -2.98034 1.11329
25 H 0.28414 -3.50863 2.18412
26 C 1.64850 2.29869 3.47711
27 H 6.26526 1.81567 -2.61489
28 H -2.70301 -1.46757 2.45814
29 H -1.02330 2.56842 -3.98755
30 C 1.20541 -2.08420 -1.23101
31 C 5.96915 2.64193 -3.26211
32 O 3.50882 3.82313 4.56859
33 H 5.80252 2.26786 -4.27408
34 H -1.53081 1.13859 -2.95765
35 C 0.65872 -0.60282 -3.42161
36 H 0.11370 -0.14985 -1.30892
37 C -1.42852 4.20531 -0.51796
38 H 2.55125 -1.12937 0.39848
39 H -3.25038 -1.59806 -0.53703
40 H -0.91157 4.50888 -2.75600
41 C -2.93913 -2.26346 1.66032
42 H 1.13489 2.97075 0.75567
43 H 0.51848 4.64279 -1.49288
44 H 2.45027 2.09660 2.69401
45 H -0.47529 1.93986 -1.02858
46 H -0.20168 -1.32971 -3.62682
47 C -0.66629 4.38061 0.87727
48 H -0.80591 -8.14822 4.37010
49 H 0.02398 5.28545 0.93987
50 C -4.28732 0.64594 -0.68293
51 C -0.61682 1.78080 -3.25094
52 H 0.98349 -0.72539 2.12198
53 H -2.99901 -6.67484 1.59437
54 H -0.41018 2.10386 1.21078
55 H -0.99280 -9.54452 3.26552
56 C 1.01273 -0.62671 -1.86038
57 H 1.57637 -1.05228 -3.96752
58 H -3.59256 -3.04490 2.20450
59 S -0.79973 -7.47740 2.05702
60 C 0.16268 3.09869 1.36641
61 H -4.85314 1.64012 -0.54508
62 H 1.24445 1.32889 3.94303
63 S 4.44549 3.35915 -2.61038
64 H -2.23554 3.37957 -0.50133
65 H -0.71157 -2.18689 3.01038
66 C 2.32121 3.12956 4.70285
67 C 0.44224 0.85615 -4.03911
68 H -1.73634 -4.12690 1.07158
69 H -2.01426 5.19025 -0.69250
70 H -0.22461 -0.69249 0.74526
71 H 0.00375 0.69647 -5.09968
72 H -3.30912 0.33640 1.38419
73 H 2.01341 -2.64399 -1.81068
74 H 1.42410 1.43626 -4.21970
75 H 0.72539 4.32244 3.13462
76 C -0.30932 -2.54870 1.99035
77 H 0.60126 -8.78215 3.48193
78 C 0.43231 3.22058 2.94744
79 H 1.89873 0.07030 -1.63777
80 H -3.03344 -8.35015 2.19580
81 H 5.08555 5.28191 -3.89964
82 C -4.19281 -0.06756 0.78080
83 H -2.78312 -6.99093 3.33351
84 H -4.86697 -0.04964 -1.37591


7.
C3H7NOS as an isolated structure in a non-equilibrium geometry, computed with ωB97M-V with the def2-TZVPD basis set.

Properties
- HOMO energy: -8.2 eV
- Calculated total energy: -17592.913 eV
- Net charge: 0
- E_LUMO: 0.6 eV
- Gap between HOMO and LUMO: 0.322 Ha

Geometry (Å):
1 H -1.63123 1.69645 0.39640
2 N -1.90798 0.74328 0.31017
3 H -2.85463 0.82155 0.05520
4 H 0.34039 -1.86227 0.59336
5 H 1.29296 1.19719 -1.78043
6 C 0.31842 -0.82899 0.78274
7 C 1.51125 -0.16250 0.18358
8 H 2.06774 0.44763 0.90141
9 C 0.81806 0.40486 -1.16985
10 O -1.54015 -1.00039 -1.37448
11 H 2.22550 -1.03376 -0.04933
12 S -0.73706 -0.08875 -0.60068
13 H 0.09672 -0.33429 1.75189


8.
One molecule with the formula C2H3ClN2O2 in a non-equilibrium geometry, computed with ωB97M-V with the def2-TZVPD basis set.

Properties
- HOMO energy (alpha / beta): -6.4 / -9.7 eV
- Calculated total energy: -21715.069 eV
- Net charge: 0
- Multiplicity: 3
- E_LUMO (alpha / beta): 0.3 / -4.1 eV
- Gap between HOMO and LUMO (alpha / beta): 0.247 / 0.208 Ha

Geometry (Å):
1 C 0.40322 1.36340 -1.18185
2 O 0.82402 1.21991 -2.28290
3 N -0.47548 -1.52131 1.07751
4 C 0.19575 0.46214 0.09173
5 O 0.48956 0.75474 1.23668
6 N -0.26221 -0.80139 -0.18904
7 H -1.08639 -1.00625 -0.84376
8 Cl -0.07891 3.03887 -0.72247
9 H 0.07754 -1.05060 1.78182
10 H -0.08712 -2.45951 1.03227